The following is a quantum chemistry calculation of a structure of composition C27H47BrNO4PtS3Si3, from the OMol25 dataset.

- HOMO-LUMO gap (Eh) = 0.2793
- 2S+1 = 1
- charge = -1
- molar mass (g/mol) = 905.1

```
87
C27H47BrNO4PtS3Si3 (ωB97M-V with the def2-TZVPD basis set)
H 0.73 2.82 -4.30
H -2.32 -2.94 -2.01
C -3.83 0.60 2.64
Si 2.91 1.14 0.73
H 1.43 0.50 -3.98
H -1.56 -0.21 -2.65
C -2.60 -0.49 -2.83
C -2.32 -1.26 2.08
C -4.54 1.70 -0.51
H -4.78 1.11 2.48
H -4.91 -1.82 2.65
C 1.78 1.40 2.20
H -1.45 -0.60 2.15
Br -1.28 1.20 -0.14
C 2.05 0.75 -1.93
S 1.18 -2.01 0.64
H 1.15 -1.79 -3.66
H -6.17 1.09 0.83
S 2.30 -3.75 0.19
C -3.57 -0.50 1.60
H 4.04 3.28 1.14
H -5.08 3.03 -2.11
H -3.42 2.43 -2.24
H 5.12 2.21 0.21
C 7.49 -0.54 2.27
C 5.69 -0.89 4.27
C 2.16 1.68 -0.89
Si 2.52 -1.12 -1.72
C -4.76 -1.47 1.63
O 2.90 -3.42 -1.13
H 0.91 4.45 -2.43
H -6.30 0.40 -0.79
C 7.00 -0.71 4.59
Si -3.32 0.25 -0.15
H -3.86 0.14 3.63
H 8.17 -0.40 1.44
H -1.41 -1.98 -0.85
H -4.79 1.39 -2.67
C 1.24 3.43 -2.30
H -2.59 -1.28 -3.60
H 3.76 -0.85 -3.84
C 6.13 -0.73 1.95
H -3.22 3.32 0.13
C 1.13 2.51 -3.34
N 5.26 -0.90 2.98
H 4.93 1.98 1.96
H -3.11 0.37 -3.25
C -3.26 -1.05 -1.57
H 8.98 -0.39 3.78
C 1.54 1.20 -3.15
C 1.75 3.01 -1.08
H -4.29 2.76 1.41
C -4.22 2.94 0.34
O 3.97 -1.07 2.79
H -3.03 1.34 2.64
Pt 3.33 -1.10 0.56
H -5.69 -1.00 1.30
H -2.04 -2.09 1.45
H 4.88 -0.79 -2.48
H 2.35 1.24 3.12
C 4.00 -1.30 -2.87
C -2.42 -2.27 -1.15
H -5.28 -0.75 -2.38
S 5.60 -0.76 0.31
H -2.52 -1.65 3.08
C -4.44 2.15 -1.97
H -4.94 3.73 0.09
H 0.11 -1.20 -2.36
H 4.26 -2.35 -3.02
C 0.98 -1.82 -2.58
H -4.58 -2.34 -2.68
C -4.67 -1.54 -1.94
H 4.89 -1.04 4.98
O 3.35 -3.74 1.21
C -5.99 1.29 -0.23
C 7.93 -0.53 3.56
H 7.30 -0.72 5.63
H 1.37 2.42 2.21
H -6.66 2.11 -0.52
H -4.59 -2.35 1.01
H -2.88 -2.84 -0.34
H 0.95 0.70 2.19
C 4.40 2.25 1.04
H -5.22 -1.94 -1.08
H 1.83 3.72 -0.27
O 1.44 -4.90 0.17
H 0.76 -2.85 -2.30
```

Löwdin atomic charge list, values in e, 6 entries: H 0.093; H 0.093; C -0.111; Si 0.387; H 0.093; H 0.030